(1)
27
Properties=species:S:1:pos:R:3:forces:R:3:nbo_charge:R:1 method="wB97M-V/def2-TZVPD" homo_lumo_gap_ev=9.8 homo_ha=-0.5171 total_charge=+1 max_force_ha_per_bohr=0.0831
C -0.037688 0.975535 2.249259 0.447 1.078 -2.013 0.246
C 0.088593 0.646508 1.071468 -0.725 -0.246 2.395 -0.180
C 0.050739 1.816660 3.419740 0.456 -0.429 2.733 -0.751
C -1.855877 -1.625800 -0.266937 -1.159 -0.981 2.117 -0.618
C 0.293867 -2.097293 -1.565184 -1.047 -2.656 3.176 -0.605
C 0.387468 -2.236642 0.919738 1.487 0.453 0.589 -0.613
C -0.001666 -0.046333 -0.134994 0.706 0.768 -1.096 0.420
C -0.345270 -1.501663 -0.252939 1.865 -1.373 -1.021 -0.127
N 0.311289 0.619371 -1.203190 0.111 2.812 -1.507 -0.659
N 0.886422 3.476425 -2.105979 1.058 -1.298 -0.541 -1.084
H -0.662209 1.512741 4.245115 0.031 0.512 -1.282 0.281
H 0.971772 1.401964 4.013875 -0.908 1.433 -1.343 0.291
H -0.011214 2.960431 3.230965 0.437 -2.203 0.284 0.285
H -2.205851 -0.950128 0.564959 -0.311 -1.121 -0.666 0.224
H -2.309238 -2.680271 -0.225178 1.258 1.215 0.843 0.255
H -2.356730 -1.351590 -1.150813 -0.038 1.237 -1.435 0.228
H 0.458504 -3.214728 -1.336038 -0.375 1.717 -0.774 0.244
H 1.169611 -1.698189 -1.918384 2.678 1.035 0.057 0.216
H -0.316020 -1.963903 -2.371786 -2.235 -0.143 -2.173 0.204
H -0.142560 -3.201631 1.162255 0.495 1.272 0.163 0.248
H 0.535902 -1.451446 1.756385 -0.621 -2.140 -0.766 0.231
H 1.486239 -2.527512 0.621985 -2.126 0.606 0.330 0.231
H 0.590882 1.695065 -1.305697 -0.684 -1.814 0.901 0.476
H 0.093795 0.280667 -2.139305 0.240 -0.654 0.475 0.416
H 1.903962 3.547407 -2.290707 -0.821 0.310 0.413 0.385
H 0.517170 3.230517 -3.010990 -0.205 -0.296 -0.463 0.367
H 0.498107 4.383839 -1.977620 -0.011 0.905 0.603 0.389



(2)
74
Properties=species:S:1:pos:R:3:forces:R:3:lowdin_spin:R:1 method="wB97M-V/def2-TZVPD" homo_lumo_gap_ev="5.0 / 5.0" homo_ha="-0.1585 / -0.1601" total_charge=-1 multiplicity=4 max_force_ha_per_bohr=0.0176
Co 0.655339 -0.825553 0.156573 -0.315 -0.043 -0.011 2.703
S 1.301863 0.033515 2.252562 0.363 -0.151 0.140 0.072
C 0.771335 1.663871 2.640172 -0.029 -0.331 -0.026 0.010
C 0.372997 1.862166 3.965954 -0.073 0.085 0.060 0.007
C 0.003463 3.104435 4.461484 -0.032 -0.126 0.007 0.000
C -0.403935 3.227099 5.833227 -0.008 0.062 0.112 0.000
N -0.720771 3.309827 6.938279 0.051 -0.020 -0.216 -0.001
C 0.025346 4.205640 3.591736 -0.017 0.109 0.022 0.003
C 0.410626 4.016292 2.274227 0.034 -0.065 -0.084 0.000
C 0.785707 2.765208 1.750420 -0.032 0.290 0.029 0.005
S 1.196357 2.683375 0.048453 -0.417 0.533 0.253 0.001
C -0.341830 5.521670 4.042251 0.000 0.001 0.014 0.001
N -0.630706 6.581182 4.389323 0.033 -0.131 -0.047 0.002
H 0.346792 1.005296 4.627051 0.009 0.028 -0.032 0.001
H 0.423141 4.864058 1.603432 -0.008 0.027 -0.003 0.000
O -0.890701 0.603145 0.094689 -0.306 0.588 0.147 0.028
C -2.247427 0.322217 -0.151518 -0.520 0.127 -0.017 0.004
C -2.265392 -1.227051 -0.234326 0.161 -0.211 -0.184 0.005
O -3.281511 -1.838054 -0.553460 0.148 0.165 0.092 0.008
O -1.136846 -1.744043 0.060107 -0.217 -0.878 0.036 0.049
C -3.136905 0.811103 1.012278 0.151 0.023 0.003 0.000
C -2.733132 1.925845 1.741057 -0.033 0.011 -0.014 0.000
C -3.519099 2.427777 2.768797 0.031 -0.007 0.016 0.000
C -4.724622 1.819490 3.087550 0.018 0.018 0.006 0.000
C -5.136066 0.710815 2.363088 0.013 -0.012 -0.045 0.000
C -4.352875 0.209950 1.330245 0.062 0.009 0.022 0.000
C -2.751278 0.984603 -1.442932 -0.034 0.057 -0.007 0.001
C -3.986934 0.641829 -1.994749 0.129 -0.001 0.051 0.000
C -4.441385 1.254779 -3.153215 -0.004 -0.013 -0.016 0.000
C -3.680780 2.236504 -3.776582 -0.006 -0.020 0.004 0.000
C -2.464068 2.599940 -3.220660 -0.002 0.001 0.084 0.000
C -2.003259 1.978234 -2.065685 -0.117 0.197 0.023 0.000
H -0.554400 1.512963 -0.029197 0.009 0.400 -0.009 0.000
H -1.793297 2.411124 1.517861 0.030 0.016 -0.006 0.000
H -3.177426 3.292067 3.326506 -0.005 -0.016 -0.011 0.000
H -5.332385 2.203867 3.898475 0.014 -0.010 -0.029 0.000
H -6.073543 0.222499 2.604355 0.025 0.004 -0.008 0.000
H -4.669971 -0.666286 0.784009 -0.006 -0.028 -0.025 0.000
H -4.576319 -0.128485 -1.522609 -0.026 -0.043 0.018 0.000
H -5.400628 0.965654 -3.568207 0.027 0.003 0.018 0.000
H -4.039827 2.721656 -4.677273 0.000 -0.011 0.023 0.000
H -1.862605 3.376479 -3.677746 0.005 -0.010 -0.007 0.000
H -1.041286 2.283752 -1.668938 -0.113 0.036 -0.046 0.000
Se 7.131564 -5.049289 -0.848909 0.239 -0.163 -0.032 0.000
N 6.799149 -3.296262 -0.874333 0.231 -0.091 -0.032 0.000
C 5.526030 -3.151498 -0.673594 -0.409 0.177 0.052 0.000
C 4.854910 -1.852770 -0.635750 0.330 -0.030 -0.053 0.001
C 5.521867 -0.635234 -0.798210 0.029 -0.123 0.013 -0.001
C 4.791611 0.529051 -0.743579 0.028 0.014 0.010 0.001
C 3.413917 0.466004 -0.539825 0.138 -0.236 -0.126 0.000
N 2.783108 -0.695237 -0.402188 -0.085 0.302 0.001 0.029
C 3.483922 -1.823536 -0.429938 -0.230 -0.367 0.101 0.002
C 2.711749 -3.066630 -0.213108 0.111 0.396 -0.084 0.001
N 1.406358 -2.907083 0.016188 -0.124 -0.070 0.058 0.028
C 0.641654 -3.981294 0.186235 0.142 0.185 0.036 0.001
C 1.169023 -5.271112 0.148884 -0.118 -0.039 0.021 0.001
C 2.517332 -5.441653 -0.067283 0.104 0.019 -0.028 -0.001
C 3.316984 -4.313802 -0.258664 0.151 -0.242 -0.028 0.001
C 4.759942 -4.377057 -0.496011 -0.303 0.312 0.039 0.000
N 5.425767 -5.487526 -0.557753 0.170 -0.194 -0.016 0.000
H 6.593620 -0.634716 -0.951124 -0.013 0.001 -0.009 0.000
H 5.260956 1.498249 -0.844262 0.022 -0.026 -0.006 0.000
H 2.783417 1.354059 -0.450576 0.203 -0.192 -0.019 0.000
H -0.406352 -3.762362 0.349561 -0.037 -0.045 -0.011 0.000
H 0.511842 -6.117326 0.296412 0.025 0.010 -0.003 0.000
H 2.972192 -6.423577 -0.094734 -0.012 0.008 0.003 0.000
N 1.144128 -2.270414 -3.705837 -0.034 0.043 0.006 0.001
C 0.362556 -1.161546 -3.715269 0.052 -0.171 0.066 0.007
N -0.296231 -0.921382 -4.875989 0.093 -0.051 -0.065 0.003
S 0.180196 -0.153395 -2.412202 0.388 -0.131 -0.283 0.025
H 1.424525 -2.706987 -4.566963 -0.002 -0.012 -0.015 0.000
H 1.742943 -2.385553 -2.908344 0.022 -0.018 0.056 0.000
H -0.435736 -1.670221 -5.533289 -0.023 -0.013 0.002 0.001
H -1.014704 -0.220350 -4.826584 -0.084 0.080 0.009 0.000



(3)
122
Properties=species:S:1:pos:R:3:forces:R:3:lowdin_spin:R:1 method="wB97M-V/def2-TZVPD" homo_lumo_gap_ev="5.3 / 6.2" homo_ha="-0.3688 / -0.3689" total_charge=+1 multiplicity=2 max_force_ha_per_bohr=0.0555
V -0.917998 0.175871 -1.407201 0.404 -1.469 -0.479 1.337
N -3.493887 -2.081230 -4.703350 0.058 0.150 0.078 0.000
C -2.934646 -2.228524 -3.498776 0.265 0.046 -0.093 0.001
N -2.294771 -1.116786 -3.176703 0.501 -0.238 -0.477 0.003
C -2.498587 -0.320716 -4.257007 -0.149 -0.190 -0.125 0.000
N -3.229111 -0.863204 -5.204988 0.052 0.076 -0.021 0.001
C -1.903691 1.005877 -4.312559 -0.094 -0.094 -0.128 0.002
C -1.949879 1.807983 -5.450911 -0.137 -0.190 0.112 -0.001
N -1.338090 2.975503 -5.507556 0.052 0.079 -0.009 0.002
C -0.663417 3.343030 -4.424333 0.039 0.011 0.092 -0.001
C -0.621496 2.568731 -3.276612 0.014 0.082 -0.014 0.001
N -1.256794 1.391277 -3.213274 0.250 0.453 -0.014 -0.005
H -4.041571 -2.742170 -5.235787 0.054 0.080 0.068 0.000
H -3.018279 -3.123023 -2.908248 0.012 -0.081 -0.022 0.000
H -2.501883 1.475388 -6.319704 0.003 -0.034 -0.029 0.000
H -0.136706 4.286448 -4.461847 0.012 0.042 0.023 0.000
H -0.067158 2.896296 -2.407349 -0.023 -0.034 -0.044 0.000
C 3.437817 0.151100 1.505230 0.329 -0.383 -0.388 0.000
C 3.189495 -0.782770 0.318811 0.146 -0.098 -0.244 0.000
C 4.244089 -0.570939 -0.766345 0.084 -0.059 0.075 0.000
C 3.129926 -2.214290 0.800940 0.133 0.010 0.042 0.000
C 4.308154 -2.811079 1.237784 -0.058 -0.003 -0.011 0.000
C 4.324949 -4.096290 1.740851 -0.020 -0.005 -0.022 0.000
C 3.136349 -4.788136 1.874608 0.006 0.011 0.083 0.000
C 1.927531 -4.234319 1.473766 0.007 -0.011 0.028 -0.001
C 0.654482 -4.969495 1.864443 -0.015 0.007 -0.058 0.000
C 0.463933 -4.862955 3.380682 0.253 -0.129 0.012 0.000
C 0.658566 -6.433389 1.425630 -0.068 0.027 -0.022 0.000
C 1.949021 -2.960257 0.873375 -0.035 -0.332 -0.093 -0.001
N 0.703998 -2.436102 0.369942 1.127 -1.644 -0.408 -0.008
C 0.102737 -3.167390 -0.487725 -0.281 -0.159 0.034 0.002
C -1.356650 -3.188599 -0.778109 0.274 -0.114 -0.012 -0.017
C -1.794600 -4.502415 -1.012072 -0.010 0.041 -0.045 0.003
C -3.125022 -4.880173 -0.942886 0.128 0.052 -0.015 -0.021
C -4.068595 -3.929042 -0.592394 0.102 0.117 0.062 0.004
C -3.670505 -2.618410 -0.398204 -0.183 -0.166 -0.066 -0.023
C -2.343773 -2.215488 -0.553419 -0.326 0.459 0.233 -0.002
N -2.115926 -0.812278 -0.466256 -0.588 -0.162 0.360 -0.196
C -2.913969 -0.137302 0.569038 0.311 -0.033 0.271 -0.010
C -2.498633 -0.405530 1.888713 0.068 -0.033 0.118 -0.010
C -3.137021 0.229225 2.944235 0.001 0.007 -0.097 0.001
C -4.165243 1.118081 2.717507 0.034 -0.024 -0.047 -0.007
C -4.590700 1.328651 1.423765 0.039 -0.057 0.012 0.001
C -4.013032 0.707437 0.314588 -0.085 0.017 0.085 -0.008
C -4.727135 1.054415 -0.994309 -0.076 -0.012 0.049 0.000
C -4.925581 -0.093783 -1.977139 0.031 -0.046 0.030 -0.001
C -4.149024 2.309385 -1.644835 0.028 -0.013 -0.034 0.001
C -1.389229 -1.383465 2.239583 -0.150 0.034 -0.177 -0.002
C -1.960348 -2.637819 2.906498 0.077 0.007 0.026 -0.001
C -0.322529 -0.743133 3.138189 -0.106 -0.057 -0.048 0.000
H 3.555330 1.177658 1.156307 0.348 -0.984 -0.043 0.000
H 4.343157 -0.127833 2.043146 0.089 -0.080 0.060 0.000
H 2.608948 0.122086 2.212824 -0.068 0.005 0.091 0.000
H 2.229414 -0.509688 -0.110979 1.073 -0.044 -0.076 0.000
H 5.253486 -0.655020 -0.365568 0.110 -0.015 0.010 0.000
H 4.137982 0.426062 -1.193008 -0.011 0.020 -0.022 0.000
H 4.139623 -1.297221 -1.570879 -0.023 -0.036 -0.047 0.000
H 5.231440 -2.252885 1.175151 0.045 0.034 -0.019 0.000
H 5.255470 -4.548173 2.051356 0.056 -0.025 0.032 0.000
H 3.142673 -5.769003 2.328818 0.000 -0.045 0.026 0.000
H -0.208938 -4.494684 1.396172 0.016 -0.006 0.078 0.000
H 1.286305 -5.352180 3.901199 0.055 -0.051 0.024 0.000
H -0.463144 -5.344189 3.689673 -0.073 -0.022 0.030 0.000
H 0.442047 -3.821791 3.705259 0.221 -0.149 0.058 0.000
H 1.390789 -7.016935 1.980673 0.052 -0.027 0.017 0.000
H 0.890766 -6.537365 0.365731 0.010 0.005 -0.074 0.000
H -0.317235 -6.881388 1.609112 -0.059 -0.043 0.024 0.000
H 0.622578 -4.035264 -0.902559 -0.005 -0.021 0.134 0.000
H -1.051721 -5.263413 -1.195849 0.128 -0.081 -0.032 0.000
H -3.404355 -5.909016 -1.114718 -0.011 -0.050 -0.006 -0.001
H -5.107345 -4.194170 -0.470687 -0.100 -0.037 0.002 0.001
H -4.407271 -1.873674 -0.137669 0.035 -0.045 0.000 -0.001
H -2.811289 0.028904 3.953551 0.038 -0.019 0.105 0.000
H -4.639819 1.634146 3.537687 -0.044 0.040 0.064 0.000
H -5.418108 2.000135 1.249612 -0.096 0.068 -0.017 0.000
H -5.732568 1.333838 -0.664896 0.075 -0.002 -0.077 0.000
H -4.007908 -0.642607 -2.162422 -0.352 0.253 0.164 0.000
H -5.288392 0.292883 -2.931105 -0.033 0.014 -0.016 0.000
H -5.670079 -0.799204 -1.607290 -0.045 -0.011 0.014 0.000
H -4.194152 3.153871 -0.958552 0.031 0.042 0.046 0.000
H -4.716685 2.563112 -2.540525 -0.041 0.028 -0.026 0.000
H -3.109143 2.182205 -1.927266 0.042 -0.015 -0.048 0.001
H -0.891344 -1.711952 1.326150 -0.290 0.239 0.450 0.000
H -2.558182 -2.375794 3.778396 -0.051 0.014 0.076 0.000
H -1.152080 -3.292797 3.237428 -0.435 0.286 -0.141 0.000
H -2.596149 -3.197906 2.220518 -0.083 -0.029 -0.046 0.000
H -0.656160 -0.686876 4.173358 -0.027 0.011 0.068 0.000
H -0.082271 0.281227 2.844457 0.030 0.099 -0.027 0.000
H 0.590384 -1.337889 3.121943 0.100 -0.053 0.004 0.000
O 0.505556 -0.102136 0.065815 -1.480 2.261 -0.912 -0.009
H 0.314169 0.292395 0.929038 -0.091 0.122 -0.107 0.001
H 0.713848 -1.094837 0.213277 -0.747 -0.382 0.485 0.001
I 1.006173 -0.796776 -2.967481 0.013 -0.030 0.232 -0.066
B -1.564545 3.650306 1.410224 -0.001 0.016 0.062 0.005
C -1.235533 2.628622 0.304811 -0.036 0.011 -0.086 0.025
N -1.017541 1.830888 -0.516986 -0.014 1.105 0.627 -0.007
H -1.449023 3.037518 2.445950 0.008 -0.032 0.044 0.003
H -0.760113 4.541932 1.316037 0.051 0.042 -0.034 0.000
H -2.692339 4.019614 1.197339 -0.061 0.008 -0.015 0.002
C 1.699729 4.461516 -0.846770 -0.004 0.003 0.006 0.000
As 2.565206 2.770466 -0.352388 -0.262 0.299 -0.256 0.000
C 2.313674 2.955952 1.583486 -0.021 0.424 0.270 0.000
C 4.477447 3.327300 -0.448524 0.005 -0.167 0.050 0.000
C 4.752178 4.761057 -0.149378 0.006 0.056 0.026 0.000
C 5.031439 5.179943 1.148568 -0.031 0.007 -0.009 0.000
C 5.246423 6.519933 1.432288 0.010 0.039 -0.020 0.000
C 5.193894 7.463930 0.418299 -0.006 -0.002 0.000 0.000
C 4.931727 7.056558 -0.882505 0.010 0.044 0.024 0.000
C 4.712788 5.718510 -1.161155 0.008 -0.037 0.009 0.000
H 2.097396 5.290914 -0.265092 -0.006 0.033 0.008 0.000
H 0.629839 4.382931 -0.648790 0.022 0.005 0.009 0.000
H 1.855601 4.670306 -1.905445 0.022 -0.005 -0.024 0.000
H 2.689410 3.918903 1.924771 -0.057 0.123 -0.013 0.000
H 2.836927 2.156932 2.107145 -0.442 0.821 0.172 0.000
H 1.252059 2.906993 1.821202 -0.123 0.024 -0.004 0.000
H 4.833759 3.055235 -1.442911 -0.023 -0.005 0.000 0.000
H 4.986585 2.681984 0.272006 0.044 -0.019 -0.086 0.000
H 5.093686 4.447005 1.942991 0.000 -0.037 0.037 0.000
H 5.464710 6.825218 2.445950 0.010 0.019 0.048 0.000
H 5.365327 8.508429 0.637261 0.008 0.032 0.007 0.000
H 4.902970 7.784209 -1.681979 -0.001 0.026 -0.026 0.000
H 4.514952 5.406845 -2.179887 -0.007 -0.013 -0.034 0.000



(4)
22
Properties=species:S:1:pos:R:3:forces:R:3:nbo_charge:R:1 method="wB97M-V/def2-TZVPD" homo_lumo_gap_ev=10.2 homo_ha=-0.3831 total_charge=0 max_force_ha_per_bohr=0.0722 smiles="O=c1nc(O)[nH]c(=O)[nH]1.CC(=O)C(=O)O"
C -3.833621 -0.467706 -0.131981 0.623 -0.498 -0.125 0.795
C -1.467761 -1.110885 -0.003847 -3.221 0.518 0.783 0.769
C -1.970138 1.146801 0.107217 -0.764 -1.526 -0.231 0.785
C 2.655067 -0.270796 -0.108455 -0.907 0.339 2.080 0.538
C 4.089936 -0.395688 0.003767 1.848 1.623 -2.728 -0.734
C 2.173691 1.197758 -0.199940 -2.637 2.546 -0.595 0.690
N -2.804194 -1.469103 -0.138433 -0.940 1.989 -0.015 -0.651
N -3.317868 0.798640 -0.069283 0.449 0.130 -0.043 -0.659
N -1.105644 0.103361 0.194116 1.474 -1.151 -0.529 -0.624
O -5.020299 -0.678194 -0.204987 0.555 -0.520 0.039 -0.589
O -0.718856 -2.168352 0.018637 0.752 0.018 -0.275 -0.636
O -1.627868 2.286367 0.166477 0.294 1.656 0.137 -0.604
O 1.884900 -1.168051 0.138865 -0.203 -0.062 -0.768 -0.538
O 2.487234 1.990262 -1.057674 0.893 -1.110 0.010 -0.560
O 1.218845 1.542361 0.701897 1.014 -1.415 0.546 -0.682
H 4.429156 0.057452 0.875967 0.059 1.566 1.912 0.261
H 4.606960 0.250180 -0.795243 -0.662 -1.247 0.896 0.261
H 4.524529 -1.336369 0.163814 0.063 -1.773 -0.735 0.247
H -3.116762 -2.403822 -0.006513 -0.014 -0.702 -0.129 0.430
H -3.961194 1.552946 -0.207088 -0.335 0.234 0.096 0.431
H 0.183094 -1.814224 0.006096 1.011 -0.119 0.273 0.534
H 0.690803 2.357069 0.546601 0.647 -0.494 -0.602 0.534



(5)
8
Properties=species:S:1:pos:R:3:forces:R:3:nbo_charge:R:1 method="wB97M-V/def2-TZVPD" homo_lumo_gap_ev=8.4 homo_ha=-0.2976 total_charge=0 max_force_ha_per_bohr=0.0572
C 0.997075 0.289460 -1.486969 0.308 -0.235 -0.161 0.903
N -0.328914 -1.161329 1.517173 1.625 -1.179 0.661 -0.203
N 0.498100 0.782708 -0.508746 -0.841 0.667 0.572 -0.848
O 1.346208 -0.190147 -2.469476 0.320 -0.239 -0.721 -0.453
O -1.371464 -0.634793 0.666945 -1.260 0.435 -2.622 -0.202
O -1.159436 -0.052946 1.913944 -0.243 1.286 1.153 -0.163
H -0.914176 0.016570 -0.015210 -0.143 -0.608 0.979 0.509
H 0.932606 0.950477 0.382338 0.233 -0.126 0.139 0.456